The following is a quantum chemistry calculation of a structure of composition C10H18GaO8P2S at a distorted geometry, from the Open Molecules 2025 dataset.

The total charge is -1. The value obtained for the gap between HOMO and LUMO is 0.3007 Eh. The calculation puts the HOMO energy at -0.197 Eh. As for the energy: -3999.6956 hartree. Its largest force on an atom is 2.87 eV/A.

Last column: Mulliken charge in e.
Positions of all 40 atoms, in Å:
1 Ga -1.69 0.41 -0.15  0.358
2 S 1.88 0.82 -0.34  -0.518
3 P -1.60 1.40 -2.28  0.585
4 P 0.45 0.37 0.90  0.584
5 O -1.17 3.02 -2.22  -0.483
6 O -4.79 1.49 1.98  -0.587
7 O -2.81 1.39 1.03  -0.407
8 O -0.53 0.50 -3.21  -0.467
9 O 0.51 1.53 2.15  -0.545
10 O 0.70 -1.11 1.67  -0.519
11 O 5.12 0.03 1.16  -0.458
12 O -2.99 1.35 -2.86  -0.677
13 C -4.30 -1.79 1.01  -0.026
14 C -4.04 0.87 1.25  0.206
15 C -4.89 -2.95 0.37  -0.485
16 C -5.59 -0.26 -0.47  -0.132
17 C -6.22 -1.41 -1.10  -0.563
18 C 6.50 0.00 0.81  0.358
19 C 7.12 1.36 1.08  -1.231
20 C -4.61 -0.43 0.61  0.279
21 C -5.86 -2.76 -0.69  -0.319
22 C 6.65 -0.40 -0.65  -1.198
23 H -1.91 3.47 -1.77  0.342
24 H -6.99 -1.30 -1.90  0.309
25 H 7.70 -0.45 -0.94  0.372
26 H -5.88 0.76 -0.79  0.327
27 H -1.08 -0.25 -3.52  0.333
28 H -2.08 -1.11 -0.36  -0.198
29 H 1.43 -1.02 2.31  0.301
30 H 8.19 1.37 0.84  0.372
31 H 7.00 1.64 2.13  0.310
32 H -3.56 -1.92 1.83  0.350
33 H 4.68 0.70 0.60  0.258
34 H -4.59 -3.97 0.71  0.327
35 H 6.14 0.32 -1.30  0.297
36 H 6.97 -0.75 1.45  0.276
37 H -0.36 1.98 2.20  0.327
38 H 6.19 -1.37 -0.83  0.310
39 H -6.32 -3.66 -1.19  0.321
40 H 6.63 2.14 0.49  0.309


The following is a quantum chemistry calculation of a cluster of 2 separate species, C4H11N4S in total at a distorted geometry, from the Open Molecules 2025 dataset.

The total charge is +1. The value obtained for the gap between HOMO and LUMO is 0.3638 Eh. The calculation puts the HOMO energy at -0.504 Eh. As for the energy: -775.8475 hartree. The calculation puts the energy above the lowest of the compared OMol25 structures with the same formula, charge and spin at 3.232 eV. Its largest force on an atom is 4.50 eV/A.

Last column: Mulliken charge in e.
Positions of all 20 atoms, in Å:
1 S 2.02 -2.64 -2.18  -0.102
2 N 2.11 -1.25 -1.62  0.241
3 N -1.47 -1.96 -1.04  -0.259
4 N 2.13 -0.21 -1.21  -0.160
5 N -1.29 -0.58 -0.55  -0.264
6 C -0.65 -0.39 0.51  -0.328
7 C 0.76 1.05 1.87  -1.430
8 C -0.13 1.96 -0.25  -1.099
9 C -0.50 1.00 0.95  0.340
10 H -2.35 -2.41 -1.17  0.358
11 H 1.60 0.63 1.38  0.383
12 H 0.53 0.54 2.87  0.348
13 H -1.40 1.27 1.41  0.395
14 H -0.98 2.19 -0.89  0.353
15 H -1.35 -1.96 -2.17  0.414
16 H -0.10 -1.23 1.06  0.386
17 H 0.11 3.02 0.15  0.364
18 H -0.80 -2.61 -0.67  0.313
19 H 0.81 1.52 -0.65  0.305
20 H 0.96 2.05 2.23  0.441


Which value of gap between HOMO and LUMO does entry 1 give? 0.3007 Eh


The highest gap between HOMO and LUMO belongs to which entry? C4H11N4S


largest force on an atom of number 2 (C4H11N4S)? 4.50 eV/A